Computed, not measured: one molecule with the formula C5H12N4, with ωB97M-V/def2-TZVPD.

Values from the calculation:
Energy (hartree): -416.5635
SMILES string: C=CN(/N=N/C)N(C)C
ΔE to the lowest compared entry with this formula, charge and spin (kcal per mole): 114.2

Element x y z (Å)
C 1.49 2.59 -0.03
C 0.25 2.19 0.00
C -3.44 0.02 -0.05
C 1.24 -1.14 1.16
C 1.27 -1.16 -1.26
N -2.18 0.70 -0.04
N -1.18 -0.07 -0.07
N 0.00 0.41 -0.08
N 1.13 -0.35 -0.06
H 1.76 3.63 0.02
H 2.30 1.88 -0.10
H -0.70 2.67 0.07
H -3.47 -0.79 -0.79
H -4.21 0.76 -0.29
H -3.66 -0.41 0.93
H 1.15 -0.47 2.02
H 0.47 -1.91 1.23
H 2.22 -1.61 1.18
H 1.25 -0.49 -2.12
H 2.23 -1.67 -1.23
H 0.47 -1.90 -1.36

Computed, not measured: one molecule with the formula C10H19NO2S, with ωB97M-V/def2-TZVPD.

Values from the calculation:
Energy (hartree): -995.6211
ΔE to the lowest compared entry with this formula, charge and spin (kcal per mole): 167.9

Element x y z (Å)
C 1.87 -2.23 0.33
C -0.77 1.91 2.21
C 0.48 1.19 2.77
C -1.78 1.00 1.58
C 1.22 0.59 1.61
C -1.00 0.30 0.43
C 0.24 -2.56 -2.10
C 0.57 -2.41 -0.63
C 0.25 -0.43 0.92
C -0.61 -1.17 -4.35
N 0.98 -1.01 -0.17
O -2.17 -0.76 -2.19
O 3.06 -2.28 -0.47
S -1.61 -1.89 -2.98
H -1.21 2.50 2.96
H -0.52 2.54 1.43
H 1.08 1.84 3.24
H 0.19 0.36 3.35
H -2.20 0.23 2.27
H -2.69 1.49 1.19
H 1.73 1.36 0.94
H 1.97 -0.20 1.97
H -1.62 -0.41 -0.13
H -0.66 0.88 -0.43
H 1.10 -2.42 -2.69
H -0.10 -3.60 -2.11
H -0.13 -2.72 0.08
H 0.00 -1.30 1.52
H 0.34 -1.70 -4.50
H -1.01 -1.22 -5.29
H -0.39 -0.03 -4.12
H 1.43 -0.48 -0.82
H 3.75 -2.40 0.19

Computed, not measured: one molecule with the formula C5H8O, with ωB97M-V/def2-TZVPD.

Values from the calculation:
Energy (hartree): -270.4992
SMILES string: C1=CCOCC1
ΔE to the lowest compared entry with this formula, charge and spin (kcal per mole): 36.8

Element x y z (Å)
C 1.14 0.35 0.62
C 1.11 -0.75 -0.44
C -0.25 -0.74 -1.09
C -1.30 -0.17 -0.48
C -1.18 0.60 0.80
O 0.01 0.28 1.49
H 2.04 0.30 1.24
H 1.12 1.33 0.12
H 1.91 -0.57 -1.18
H 1.33 -1.73 0.01
H -0.35 -1.18 -2.08
H -2.26 -0.11 -0.97
H -2.03 0.75 1.47
H -1.37 1.71 0.56

Computed, not measured: C32H42As3N4ORu as an isolated structure, with ωB97M-V/def2-TZVPD.

Values from the calculation:
Energy (hartree): -8340.6875
ΔE to the lowest compared entry with this formula, charge and spin (kcal per mole): 0.2
Net charge: +1
2S+1: 5

Element x y z (Å)
Ru 0.44 -0.42 -0.65
C -2.63 -2.10 -2.54
As -1.98 -0.94 -1.13
C -2.95 0.69 -1.53
C -3.07 -1.55 0.37
C -2.59 -2.75 1.21
C -2.16 -3.91 0.30
C -1.45 -2.31 2.14
As 0.30 -1.87 1.42
C 1.00 -1.12 3.06
C 1.16 -3.61 1.38
C -3.79 -3.16 2.08
As -3.90 -4.74 3.29
C -2.05 -5.15 3.82
C -4.08 -6.15 1.94
H -2.15 -3.08 -2.50
H -2.45 -1.66 -3.52
H -3.70 -2.22 -2.40
H -4.00 0.56 -1.28
H -2.85 0.93 -2.59
H -2.53 1.51 -0.94
H -4.04 -1.77 -0.08
H -3.19 -0.68 1.01
H -1.33 -3.63 -0.36
H -2.98 -4.25 -0.32
H -1.82 -4.76 0.89
H -1.25 -3.09 2.87
H -1.76 -1.42 2.68
H 0.60 -1.71 3.89
H 0.66 -0.09 3.13
H 2.08 -1.14 3.08
H 0.97 -4.10 2.34
H 2.23 -3.51 1.23
H 0.75 -4.22 0.58
H -4.66 -3.32 1.44
H -4.05 -2.31 2.72
H -1.68 -4.42 4.53
H -1.36 -5.25 2.98
H -2.11 -6.11 4.33
H -4.93 -5.93 1.29
H -4.29 -7.08 2.47
H -3.19 -6.29 1.33
N 6.04 7.76 -3.40
C 5.45 6.82 -3.11
C 4.70 5.63 -2.75
C 3.38 5.74 -2.33
C 2.68 4.61 -1.98
C 3.26 3.34 -2.05
C 4.59 3.25 -2.48
C 5.31 4.38 -2.83
C 2.48 2.13 -1.69
C 2.95 1.29 -0.65
C 4.11 1.44 0.10
C 4.26 0.28 0.91
C 3.19 -0.51 0.66
N 2.32 0.10 -0.27
C 1.41 1.77 -2.54
C 1.10 2.32 -3.78
C 0.06 1.53 -4.35
C -0.24 0.57 -3.45
N 0.55 0.69 -2.30
H 2.92 6.72 -2.28
H 1.64 4.69 -1.67
H 5.05 2.27 -2.55
H 6.33 4.30 -3.17
H 4.78 2.28 0.05
H 5.08 0.05 1.57
H 2.99 -1.50 1.03
H 1.60 3.16 -4.22
H -0.40 1.66 -5.32
H -0.94 -0.24 -3.56
O -0.67 0.85 0.93
N -0.57 2.16 1.06
C -1.44 2.79 1.87
C -1.38 4.16 2.03
C -0.41 4.88 1.36
C 0.48 4.21 0.54
C 0.38 2.84 0.40
H -2.16 2.14 2.35
H -2.09 4.64 2.68
H -0.34 5.96 1.47
H 1.26 4.73 0.00
H 1.04 2.24 -0.22

Computed, not measured: one molecule with the formula C5H11NO3, with ωB97M-V/def2-TZVPD.

Values from the calculation:
Energy (hartree): -477.5384
SMILES string: CONC(=O)C(C)(C)O
ΔE to the lowest compared entry with this formula, charge and spin (kcal per mole): 54.6

Element x y z (Å)
C 0.64 0.93 0.08
C -1.53 -2.91 -0.55
C 0.52 1.55 1.48
C 0.31 1.96 -1.00
N 0.15 -1.42 0.18
C -0.40 -0.20 0.04
O -0.57 -2.59 0.44
O 1.93 0.38 -0.11
O -1.59 0.03 -0.08
H 2.57 1.10 -0.07
H 1.14 -1.52 0.28
H -2.26 -2.10 -0.67
H -1.05 -3.13 -1.51
H -2.03 -3.80 -0.17
H 0.79 0.82 2.24
H 1.18 2.41 1.57
H -0.50 1.88 1.65
H 0.90 2.86 -0.87
H 0.53 1.54 -1.98
H -0.74 2.21 -0.95

Computed, not measured: C26H27N2O4PdSi as an isolated structure, with ωB97M-V/def2-TZVPD.

Values from the calculation:
Energy (hartree): -1834.4547
ΔE to the lowest compared entry with this formula, charge and spin (kcal per mole): 5.0
Net charge: +1
2S+1: 5

Element x y z (Å)
Pd -0.50 0.09 1.05
C -2.50 -1.04 0.07
Si -1.31 -0.63 -1.34
C 0.34 -1.58 -1.10
N 0.85 -1.44 0.30
C 2.27 -1.01 0.42
C 3.25 -2.19 0.54
C 2.70 -3.43 -0.17
C 1.40 -3.87 0.51
C 0.63 -2.68 1.08
C -0.90 1.21 -1.18
C -1.76 2.10 -0.51
C -1.51 3.47 -0.51
C -0.40 3.97 -1.18
C 0.47 3.11 -1.83
C 0.23 1.74 -1.83
C -2.14 -1.07 -2.94
C -2.35 -2.41 -3.27
C -2.98 -2.75 -4.46
C -3.39 -1.75 -5.33
C -3.19 -0.42 -5.01
C -2.57 -0.08 -3.82
H -2.58 -2.02 0.51
H -3.43 -0.48 0.12
H 1.07 -1.16 -1.80
H 0.24 -2.63 -1.37
H 2.35 -0.39 1.31
H 2.50 -0.38 -0.44
H 3.42 -2.43 1.59
H 4.21 -1.89 0.13
H 3.43 -4.24 -0.15
H 2.53 -3.20 -1.23
H 1.63 -4.54 1.34
H 0.78 -4.45 -0.18
H 0.93 -2.46 2.10
H -0.45 -2.87 1.12
H -2.64 1.73 -0.01
H -2.18 4.14 0.00
H -0.21 5.04 -1.19
H 1.33 3.50 -2.36
H 0.91 1.09 -2.36
H -2.04 -3.20 -2.60
H -3.14 -3.79 -4.71
H -3.88 -2.02 -6.26
H -3.52 0.36 -5.69
H -2.41 0.97 -3.58
O 2.94 3.81 5.80
C 2.02 4.34 5.22
O 1.36 5.35 5.11
C 1.44 3.27 4.11
C 1.66 3.54 2.78
C 1.17 2.61 1.87
N 0.51 1.52 2.27
C 0.31 1.29 3.58
C 0.77 2.15 4.55
C -0.41 -0.01 3.96
O -0.64 -0.20 5.13
O -0.70 -0.78 2.97
H 2.17 4.43 2.44
H 1.29 2.74 0.80
H 0.60 1.92 5.59

Computed, not measured: C26H23F5N4O3S5Sc as an isolated structure, with ωB97M-V/def2-TZVPD.

Values from the calculation:
Energy (hartree): -4700.3411
ΔE to the lowest compared entry with this formula, charge and spin (kcal per mole): 24.6
Net charge: -1

Element x y z (Å)
Sc -0.11 -0.23 -0.59
O -0.02 2.10 -4.84
C 0.69 3.16 -4.27
C 0.81 4.32 -5.08
C 1.54 5.38 -4.67
C 2.07 5.36 -3.37
C 1.98 4.25 -2.58
C 1.23 3.10 -3.02
C 1.12 1.93 -2.15
O 0.47 0.84 -2.39
N 1.79 2.09 -1.02
N 1.49 1.12 -0.10
C 2.23 1.07 1.01
C 1.99 0.21 2.10
C 2.65 0.37 3.38
C 2.07 -0.11 4.52
C 0.82 -0.71 4.48
C 0.33 -1.09 3.23
C 0.97 -0.76 2.03
O 0.63 -1.38 0.86
H 0.07 1.28 -4.33
H 0.29 4.23 -5.97
H 1.74 6.19 -5.34
H 2.51 6.19 -2.86
H 2.46 4.23 -1.63
H 3.16 1.69 1.17
H 3.66 0.75 3.50
H 2.70 -0.15 5.41
H 0.13 -0.79 5.36
H -0.59 -1.63 3.24
F -4.36 2.35 3.51
C -4.78 1.69 4.62
C -4.31 0.41 4.76
F -3.38 0.07 3.84
C -4.64 -0.46 5.78
F -4.57 -1.80 5.54
C -5.46 0.08 6.79
S -5.79 -0.98 8.10
C -5.97 1.42 6.69
F -6.54 2.07 7.74
C -5.67 2.15 5.55
F -6.08 3.43 5.41
S -2.41 -0.89 -1.63
S -3.84 0.29 -1.06
S -3.07 2.07 -0.16
S -1.44 1.46 0.84
C 0.95 -4.62 -2.15
C 0.26 -3.43 -1.49
N 0.83 -2.13 -1.78
C 0.70 -1.89 -3.32
C 1.39 -3.01 -4.06
N 2.00 -4.01 -3.06
C 3.02 -3.25 -2.27
C 2.29 -2.22 -1.44
H 0.39 -5.29 -2.75
H 1.38 -5.30 -1.41
H 0.13 -3.58 -0.34
H -0.84 -3.36 -1.86
H 1.23 -0.91 -3.43
H -0.32 -1.83 -3.60
H 2.22 -2.68 -4.66
H 0.69 -3.62 -4.63
H 2.52 -4.78 -3.50
H 3.79 -2.88 -3.06
H 3.64 -3.97 -1.67
H 2.79 -1.21 -1.54
H 2.39 -2.39 -0.38

Computed, not measured: C25H23N4ORhS4 as an isolated structure, with ωB97M-V/def2-TZVPD.

Values from the calculation:
Energy (hartree): -2964.0023
ΔE to the lowest compared entry with this formula, charge and spin (kcal per mole): 7.2
2S+1: 5

Element x y z (Å)
Rh -1.03 -0.04 -0.29
S -1.46 -5.70 4.59
N -2.36 -4.36 4.43
C -1.91 -3.70 3.38
C -2.45 -2.44 2.88
C -3.54 -1.81 3.40
C -3.99 -0.61 2.81
C -3.32 -0.10 1.74
N -2.23 -0.70 1.21
C -1.79 -1.89 1.74
C -0.71 -2.53 1.12
N -0.17 -1.91 0.02
C 0.86 -2.48 -0.61
C 1.42 -3.67 -0.22
C 0.89 -4.33 0.91
C -0.17 -3.76 1.58
C -0.80 -4.34 2.75
N -0.45 -5.47 3.34
H -4.04 -2.23 4.26
H -4.86 -0.09 3.19
H -3.61 0.82 1.25
H 1.23 -1.94 -1.47
H 2.24 -4.09 -0.78
H 1.29 -5.27 1.26
S -4.02 2.44 -2.76
C -3.04 1.52 -1.84
S -2.86 -0.20 -2.02
S -2.00 2.07 -0.57
C 0.29 1.99 2.09
C 1.65 1.90 1.39
C 2.23 0.49 1.44
C 1.68 2.52 0.01
C 2.20 3.79 -0.12
C 2.40 4.38 -1.37
C 2.13 3.69 -2.55
C 1.59 2.42 -2.51
C 1.31 1.68 -3.79
C -0.19 1.50 -4.05
C 2.05 0.34 -3.86
C 1.27 1.85 -1.21
O 0.62 0.75 -1.20
H 0.43 1.76 3.14
H -0.44 1.27 1.70
H -0.14 2.98 2.00
H 2.32 2.54 1.96
H 1.61 -0.23 0.92
H 2.29 0.16 2.48
H 3.23 0.45 1.02
H 2.50 4.33 0.77
H 2.81 5.38 -1.42
H 2.33 4.15 -3.50
H 1.71 2.32 -4.58
H -0.63 0.75 -3.41
H -0.33 1.19 -5.08
H -0.74 2.43 -3.90
H 1.70 -0.34 -3.10
H 3.13 0.48 -3.74
H 1.87 -0.12 -4.83